{
  "formula": "C29H32BFN9O3STl",
  "method": "ωB97M-V/def2-TZVPD",
  "elements": ["Tl", "B", "N", "C", "C", "C", "N", "N", "C", "C", "C", "N", "H", "H", "H", "H", "H", "H", "H", "H", "F", "C", "C", "C", "C", "O", "C", "C", "N", "C", "C", "C", "C", "C", "C", "N", "C", "C", "N", "C", "C", "C", "O", "O", "H", "H", "H", "H", "H", "H", "H", "H", "H", "H", "H", "H", "H", "H", "H", "H", "H", "H", "N", "C", "S", "C", "C", "C", "N", "C", "C", "H", "H", "H", "H", "H", "H"],
  "xyz": [[-0.007172, 0.059612, 3.240449], [-1.787934, -1.950189, 5.726826], [-0.631702, -0.955896, 6.160165], [-0.302194, -0.779507, 7.439005], [0.778753, 0.089022, 7.526194], [1.070456, 0.410418, 6.213761], [0.208690, -0.223910, 5.401965], [-1.886583, -2.263385, 4.163633], [-2.697673, -3.225335, 3.728542], [-2.627247, -3.308664, 2.343911], [-1.723398, -2.326678, 1.987626], [-1.278765, -1.710176, 3.093025], [-2.838952, -1.472981, 6.063779], [-1.559407, -2.998899, 6.263124], [-0.846122, -1.299217, 8.209730], [1.284222, 0.418255, 8.415243], [1.846511, 1.032452, 5.797732], [-3.271195, -3.799732, 4.436273], [-3.157042, -3.988203, 1.702134], [-1.358712, -2.019838, 1.022446], [-2.012302, -0.756147, -3.512873], [-0.748933, -0.657588, -3.054300], [-0.546854, -0.378918, -1.735740], [0.752743, -0.200011, -1.246858], [0.966391, 0.105813, 0.166086], [-0.054029, 0.187155, 0.913395], [2.308013, 0.304365, 0.566136], [3.302473, 0.190574, -0.378403], [3.118357, -0.132918, -1.660642], [4.262444, -0.219980, -2.553776], [4.660338, -1.567006, -3.084236], [5.507835, -0.881123, -2.056727], [1.826540, -0.314010, -2.138219], [1.595133, -0.621642, -3.485285], [0.313962, -0.805208, -3.963557], [0.139601, -1.127396, -5.336724], [0.390572, -0.053319, -6.284654], [0.733158, -0.631599, -7.643517], [-0.389190, -1.533897, -8.091296], [-0.661893, -2.611512, -7.070855], [-0.985964, -1.953123, -5.744499], [2.823222, 0.656308, 1.950203], [3.953111, 1.068209, 2.052658], [2.052827, 0.439653, 2.980131], [-1.393448, -0.264740, -1.072956], [4.322168, 0.376133, -0.069210], [4.365390, 0.645019, -3.196920], [5.017296, -1.614578, -4.103422], [4.082894, -2.420352, -2.756401], [6.448404, -0.444571, -2.356459], [5.498215, -1.295194, -1.058595], [2.427880, -0.754126, -4.159425], [1.234468, 0.549985, -5.954483], [-0.476188, 0.621571, -6.372314], [1.622065, -1.258504, -7.592738], [0.864336, 0.138441, -8.401210], [-0.176718, -1.946164, -9.001600], [-1.237946, -0.973937, -8.216230], [0.244744, -3.211378, -7.009478], [-1.485758, -3.217672, -7.442339], [-1.157873, -2.740903, -5.013443], [-1.921222, -1.384298, -5.835202], [-4.103276, 6.086265, 2.679178], [-3.687304, 5.483575, 3.804295], [-4.055076, 6.036043, 5.294560], [-2.841996, 4.243415, 3.607395], [-2.483888, 3.740530, 2.357746], [-1.703088, 2.605654, 2.271478], [-1.274649, 1.962184, 3.362200], [-1.615443, 2.428726, 4.570958], [-2.388440, 3.557804, 4.727553], [-4.669351, 6.914647, 2.769265], [-3.893170, 5.757163, 1.756048], [-2.785930, 4.200766, 1.429307], [-1.399905, 2.194264, 1.318559], [-1.253974, 1.874814, 5.427498], [-2.645274, 3.915611, 5.714390]],
  "atomic_forces_ev_per_a": [[0.003, -0.063, -0.182], [-0.012, 0.143, -0.035], [-0.066, -0.173, -0.083], [0.054, -0.015, 0.057], [-0.055, -0.019, -0.034], [0.013, 0.019, 0.041], [0.046, -0.008, -0.048], [0.113, -0.053, 0.123], [0.025, -0.065, 0.000], [-0.001, 0.065, 0.024], [-0.021, -0.060, -0.029], [0.029, 0.238, 0.076], [-0.001, 0.063, -0.050], [-0.043, 0.022, -0.010], [0.003, -0.010, 0.017], [0.014, 0.008, 0.017], [0.007, 0.009, -0.012], [-0.003, -0.023, 0.002], [-0.008, -0.011, -0.012], [0.004, -0.007, -0.011], [0.034, -0.055, -0.020], [-0.028, 0.055, -0.130], [-0.044, 0.015, 0.051], [0.053, -0.010, -0.061], [-0.024, -0.004, 0.086], [-0.069, -0.005, 0.059], [0.097, 0.017, -0.062], [-0.004, 0.017, 0.018], [-0.073, 0.024, -0.002], [-0.029, -0.027, 0.031], [0.038, 0.036, -0.062], [-0.008, -0.006, 0.015], [0.101, 0.016, -0.011], [-0.026, -0.049, 0.034], [0.028, -0.037, 0.034], [-0.007, 0.036, -0.002], [0.002, 0.038, 0.012], [-0.030, -0.083, -0.088], [-0.060, 0.063, 0.051], [0.044, 0.010, -0.103], [0.017, -0.015, 0.082], [-0.037, -0.111, -0.021], [0.009, 0.041, -0.025], [-0.136, 0.086, 0.117], [0.005, -0.003, 0.012], [-0.011, -0.002, 0.020], [-0.016, -0.003, -0.004], [0.005, -0.020, -0.002], [-0.015, -0.003, 0.019], [0.008, 0.000, -0.007], [0.016, -0.005, 0.006], [0.011, -0.008, -0.016], [-0.010, -0.013, 0.015], [-0.002, 0.006, -0.015], [0.010, 0.039, 0.000], [-0.001, 0.015, 0.024], [0.030, -0.006, 0.035], [0.029, -0.029, -0.019], [-0.032, -0.017, 0.012], [-0.008, 0.003, 0.028], [0.005, 0.014, 0.027], [-0.014, 0.013, -0.005], [-0.029, 0.037, 0.066], [0.116, -0.173, -0.203], [-0.048, 0.075, 0.081], [-0.097, 0.140, 0.064], [0.010, -0.008, -0.017], [0.016, 0.042, 0.069], [0.062, -0.130, -0.057], [-0.038, 0.023, 0.042], [0.052, -0.083, 0.006], [0.009, -0.011, -0.007], [0.002, -0.007, -0.008], [-0.013, 0.026, -0.009], [-0.004, -0.017, -0.008], [0.011, -0.005, 0.007], [-0.002, -0.002, -0.008]],
  "lowdin_charge": [1.186, -0.337, -0.061, -0.056, -0.019, -0.119, -0.086, -0.053, -0.060, -0.025, -0.125, -0.071, 0.074, 0.079, 0.140, 0.110, 0.123, 0.140, 0.106, 0.099, 0.082, -0.185, 0.090, -0.041, -0.270, -0.103, -0.008, 0.067, 0.027, -0.250, -0.084, -0.067, -0.099, 0.081, -0.141, -0.092, -0.134, -0.079, 0.065, -0.076, -0.146, -0.560, 0.110, -0.112, 0.140, 0.155, 0.159, 0.110, 0.118, 0.119, 0.116, 0.123, 0.139, 0.145, 0.143, 0.143, 0.189, 0.186, 0.144, 0.144, 0.149, 0.134, 0.094, -0.815, 0.766, -0.178, 0.019, -0.086, -0.022, -0.070, -0.007, 0.109, 0.089, 0.112, 0.111, 0.114, 0.087],
  "gap_ha": 0.265,
  "e_above_lowest_kcal_mol": 16.7,
  "lumo_energy_ev": -5.097,
  "charge": 2
}

---

{
  "formula": "C29H32BrN2O4Sn",
  "method": "ωB97M-V/def2-TZVPD",
  "elements": ["Sn", "C", "O", "C", "C", "C", "C", "C", "C", "N", "N", "C", "O", "C", "C", "C", "C", "C", "C", "C", "O", "H", "H", "H", "H", "H", "H", "H", "H", "H", "H", "H", "H", "C", "C", "C", "C", "C", "C", "C", "Br", "C", "O", "C", "C", "C", "C", "C", "C", "H", "H", "H", "H", "H", "H", "H", "H", "H", "H", "H", "H", "H", "H", "H", "H", "H", "H", "H", "H"],
  "xyz": [[-0.090039, 1.077362, -2.959665], [3.652786, 0.036126, -0.522451], [4.405764, 1.097104, -1.139288], [3.899700, 2.338426, -1.019389], [4.649459, 3.351876, -0.545983], [4.176667, 4.722322, -0.515715], [2.937246, 5.045537, -0.906468], [2.033322, 4.010518, -1.370218], [0.722314, 4.299691, -1.471787], [-0.285875, 3.352429, -1.717421], [-1.411992, 3.798558, -1.451329], [-2.464829, 2.798466, -1.636841], [-2.202641, 1.695678, -2.089657], [-3.787040, 3.235731, -1.239904], [-4.010993, 4.523472, -0.737106], [-5.289937, 4.894562, -0.364478], [-6.337370, 3.992218, -0.491014], [-6.119055, 2.709992, -0.989863], [-4.848760, 2.328844, -1.363555], [2.593704, 2.641590, -1.611337], [2.033633, 1.830110, -2.345717], [4.211086, -0.872544, -0.724595], [2.654599, -0.040083, -0.947734], [3.590332, 0.200165, 0.554471], [5.648869, 3.124712, -0.198044], [4.841620, 5.484873, -0.134488], [2.565596, 6.058330, -0.829767], [0.363983, 5.298855, -1.247223], [-3.191326, 5.219222, -0.643024], [-5.472356, 5.886467, 0.024623], [-7.336199, 4.288167, -0.198310], [-6.943304, 2.016672, -1.082030], [-4.655923, 1.337453, -1.749749], [-0.631177, -3.913167, 3.635730], [0.648986, -3.097715, 3.406852], [1.839511, -4.051430, 3.236672], [0.896379, -2.231148, 4.641316], [0.491187, -2.255976, 2.142284], [0.566559, -0.872145, 2.142399], [0.412617, -0.185574, 0.953357], [0.548129, 1.712133, 1.014046], [0.180614, -0.804924, -0.276066], [0.069236, -0.055270, -1.380366], [0.096181, -2.210335, -0.294971], [0.257175, -2.873904, 0.918592], [-0.154078, -3.100431, -1.528911], [-1.431531, -3.922726, -1.291699], [-0.340939, -2.376183, -2.866492], [1.042732, -4.049351, -1.703373], [-0.533270, -4.519518, 4.538065], [-0.835590, -4.587116, 2.802650], [-1.493561, -3.255223, 3.757364], [1.961376, -4.663091, 4.132475], [2.763904, -3.493325, 3.075966], [1.700237, -4.725290, 2.390195], [1.002297, -2.871083, 5.518039], [0.065158, -1.548642, 4.829299], [1.813386, -1.645780, 4.547569], [0.742657, -0.313625, 3.049742], [0.196332, -3.954130, 0.907930], [-2.294400, -3.266171, -1.163659], [-1.357277, -4.553675, -0.406885], [-1.619834, -4.572576, -2.148504], [-1.204111, -1.708491, -2.850566], [-0.522289, -3.126488, -3.638020], [0.553034, -1.821994, -3.157355], [1.198465, -4.680491, -0.829241], [1.961056, -3.484473, -1.877729], [0.877818, -4.703596, -2.561683]],
  "atomic_forces_ev_per_a": [[-0.023, 0.017, -0.019], [0.021, 0.012, -0.014], [-0.026, -0.008, -0.003], [0.038, -0.024, -0.003], [-0.009, 0.013, -0.001], [-0.001, -0.010, 0.000], [0.011, 0.022, 0.012], [0.005, -0.031, -0.009], [0.057, 0.037, 0.017], [-0.038, -0.033, -0.013], [-0.016, -0.003, -0.016], [0.009, -0.001, 0.002], [0.008, 0.029, -0.012], [-0.005, -0.008, 0.013], [-0.001, 0.001, -0.001], [0.000, 0.003, -0.001], [0.004, -0.002, -0.001], [-0.005, 0.002, -0.001], [0.005, -0.007, 0.003], [-0.025, 0.076, -0.043], [0.019, -0.070, 0.079], [-0.001, -0.001, 0.005], [-0.003, -0.006, 0.004], [-0.008, 0.004, 0.002], [0.003, 0.008, 0.001], [0.009, -0.009, 0.002], [-0.009, -0.003, -0.006], [-0.025, -0.009, 0.002], [0.002, 0.000, 0.002], [0.000, 0.000, -0.001], [0.000, 0.000, 0.001], [0.000, -0.001, 0.000], [-0.001, 0.000, 0.001], [0.000, 0.001, 0.000], [-0.002, -0.001, 0.002], [0.000, 0.004, 0.000], [0.002, 0.000, 0.001], [-0.005, -0.013, -0.008], [-0.003, 0.013, -0.004], [0.010, 0.002, -0.007], [0.000, 0.014, 0.012], [-0.008, -0.056, 0.006], [0.010, 0.019, -0.008], [-0.001, 0.022, -0.027], [-0.001, 0.001, 0.018], [-0.002, -0.008, 0.007], [0.002, 0.001, 0.003], [0.005, 0.011, 0.007], [0.002, 0.001, -0.004], [0.000, 0.000, 0.000], [0.001, 0.000, 0.000], [0.000, -0.002, 0.001], [0.000, 0.000, 0.000], [0.001, -0.001, 0.000], [0.000, 0.000, 0.001], [0.000, 0.000, 0.000], [0.001, 0.000, 0.001], [0.000, 0.000, 0.000], [0.001, -0.001, 0.000], [-0.002, 0.001, -0.001], [0.000, -0.002, -0.001], [0.000, 0.001, 0.000], [0.000, 0.000, 0.001], [-0.005, -0.002, 0.000], [-0.001, 0.002, -0.001], [0.003, -0.001, 0.000], [0.000, 0.000, -0.001], [0.000, -0.001, 0.002], [-0.001, 0.000, 0.001]],
  "lowdin_charge": [1.421, -0.018, -0.055, -0.235, 0.068, -0.024, -0.031, -0.104, -0.026, -0.036, 0.143, -0.335, -0.078, -0.151, -0.006, -0.049, -0.036, -0.045, 0.007, -0.254, -0.104, 0.104, 0.064, 0.101, 0.139, 0.121, 0.124, 0.138, 0.109, 0.115, 0.117, 0.116, 0.125, -0.040, -0.557, -0.040, -0.065, -0.160, -0.074, -0.556, 0.857, -0.349, -0.418, -0.072, 0.013, -0.522, -0.038, -0.085, -0.037, 0.089, 0.078, 0.092, 0.089, 0.091, 0.078, 0.089, 0.088, 0.088, 0.095, 0.103, 0.094, 0.079, 0.090, 0.065, 0.093, 0.061, 0.079, 0.091, 0.091],
  "gap_ha": 0.175,
  "e_above_lowest_kcal_mol": 2.2,
  "lumo_energy_ev": -5.735,
  "charge": 1
}